[1]
ORCA calculation (ωB97M-V/def2-TZVPD) on the molecule C6H7NO at a distorted geometry.

CARTESIAN COORDINATES (ANGSTROEM)
C (1.2247, 0.2140, 0.7902)
C (0.4894, 0.8906, -1.5638)
C (0.7212, -1.2629, 2.7287)
C (0.4290, 1.0513, -0.0847)
C (-1.3906, -0.6662, -1.0725)
C (-0.8349, 0.6578, -0.8520)
N (1.0164, -0.3436, 1.8752)
O (-0.6676, -1.6175, -1.2348)
H (0.5929, 1.7367, -2.2547)
H (0.8557, 0.0259, -2.0770)
H (1.0721, -1.1893, 3.6670)
H (0.3328, -2.2360, 2.2693)
H (0.3133, 2.0619, 0.2465)
H (-2.5502, -0.7641, -1.2832)
H (-1.6041, 1.4415, -1.1544)

The LUMO energy comes out at 0.60 eV. The multiplicity is 1. For the orbital gap, the calculation gives 8.272 eV. Its molar mass is 109.1 g mol⁻¹. The energy above the lowest of the compared OMol25 structures with the same formula, charge and spin comes out at 100.66 kcal/mol.

***

[2]
ORCA calculation (ωB97M-V/def2-TZVPD) on a structure of composition C25H34ClF17O8Si2 at a distorted geometry.

CARTESIAN COORDINATES (ANGSTROEM)
C (7.2106, -1.4915, 2.5432)
C (7.3698, 0.1437, 2.2561)
O (6.2414, 0.5329, 1.3862)
C (6.0338, 1.9907, 1.3944)
C (4.3949, 2.2562, 1.4456)
O (3.7773, 2.2500, 0.0778)
Si (2.0682, 1.9321, 0.4152)
O (1.6901, 2.7706, 1.9267)
O (1.0065, 2.4240, -0.9383)
Si (-0.5733, 1.7562, -0.4498)
C (-2.0722, 2.8592, -0.9924)
C (-3.3022, 2.5368, 0.0865)
C (-4.6856, 3.3702, -0.2440)
Cl (-5.2975, 3.0692, -2.0012)
C (-0.7702, -0.1170, -1.0071)
C (-0.7516, -0.9855, 0.4241)
C (-1.5640, -2.3628, 0.1173)
F (-2.9920, -2.0982, -0.3004)
F (-0.9263, -2.9581, -1.1171)
C (-1.5975, -3.4869, 1.2914)
F (-3.0379, -3.8797, 1.5330)
F (-1.0116, -4.7355, 0.6627)
C (-0.7284, -3.2275, 2.6241)
F (0.7408, -3.0290, 2.3272)
F (-0.7550, -4.5302, 3.3953)
C (-1.1570, -2.0678, 3.6620)
F (-0.3517, -0.7924, 3.5562)
F (-0.7632, -2.6147, 5.0196)
C (-2.7144, -1.6254, 3.7492)
F (-3.2996, -1.1167, 2.4497)
F (-3.4783, -2.8336, 4.2405)
C (-3.0756, -0.4209, 4.8059)
F (-2.2709, -0.3551, 6.0319)
F (-2.8156, 0.8668, 4.0589)
C (-4.6588, -0.3539, 5.2551)
F (-5.6175, -0.8183, 4.2279)
F (-4.8295, -1.1255, 6.5164)
C (-5.1175, 1.2106, 5.6284)
F (-4.1357, 1.8954, 6.5243)
F (-6.3761, 1.0767, 6.4510)
F (-5.5000, 2.0057, 4.4366)
H (7.0460, -1.6617, 3.7132)
H (6.1906, -1.8379, 2.0400)
H (8.1412, -2.1092, 2.1607)
H (8.4244, 0.2736, 1.7618)
H (7.3785, 0.6656, 3.3061)
H (6.5781, 2.4443, 2.3303)
H (6.4541, 2.5119, 0.4275)
H (4.2505, 3.2715, 2.0092)
H (3.9564, 1.3939, 2.1321)
H (1.9800, 0.4860, 0.6993)
H (1.5502, 3.7545, 1.7819)
H (-0.5606, 1.7972, 1.0313)
H (-2.4007, 2.7115, -2.1064)
H (-1.7485, 3.9799, -0.7506)
H (-3.5179, 1.3772, 0.1516)
H (-2.9892, 2.8604, 1.1922)
H (-5.5768, 2.9850, 0.4501)
H (-4.5997, 4.5342, 0.0062)
H (0.0618, -0.4569, -1.7564)
H (-1.8496, -0.1543, -1.5155)
H (-1.2306, -0.2686, 1.2146)
H (0.3819, -1.1030, 0.6890)
O (-3.1169, 1.3550, -3.3236)
C (-2.6257, 0.7964, -4.2905)
O (-2.4411, -0.5529, -4.3884)
C (-1.7458, -0.8437, -5.5999)
C (-1.9949, 0.3413, -6.4957)
C (-2.0976, 1.4814, -5.5144)
H (-0.6833, -0.9750, -5.3700)
H (-2.1319, -1.7710, -6.0332)
H (-1.2161, 0.4820, -7.2500)
H (-2.9522, 0.2179, -7.0167)
H (-1.1187, 1.9130, -5.2881)
H (-2.7891, 2.2512, -5.8647)
O (1.5718, 0.6874, -4.1016)
C (1.9970, -0.4559, -4.0967)
O (1.3431, -1.5228, -4.6431)
C (2.0739, -2.7150, -4.3600)
C (3.4831, -2.2613, -4.0824)
C (3.2763, -0.9046, -3.4579)
H (1.6176, -3.2073, -3.4947)
H (2.0245, -3.3906, -5.2189)
H (4.0415, -2.9546, -3.4478)
H (4.0303, -2.1514, -5.0266)
H (3.1312, -0.9723, -2.3762)
H (4.0964, -0.2237, -3.6971)

The LUMO energy comes out at -1.16 eV. The multiplicity is 1. For the orbital gap, the calculation gives 8.729 eV. Its molar mass is 877.1 g mol⁻¹.